[1]
Below is a structure of composition C24H42AsBrN4O2PdSi2 in a non-equilibrium geometry, with properties calculated with wB97M-V/def2-TZVPD.

Summary:
Energy relative to the best compared isomer or geometry (same formula, charge and spin) in eV: 0.694
Max |F| in Eh/bohr: 0.0272
Energy in eV: -185744.0508
Molecular weight in g/mol: 736.0
HOMO energy in eV: -7.29

XYZ file:
```
77
Properties=species:S:1:pos:R:3:forces:R:3
Pd -0.216470 0.506730 -0.220701 0.660 -0.564 0.512
C 2.054116 4.685817 1.166664 0.007 -0.052 0.009
N 2.369945 3.352364 0.670491 -0.153 -0.094 0.053
C 2.491740 2.352471 1.719630 0.022 0.023 -0.098
C 2.030261 2.986621 -0.598526 0.088 -0.035 -0.121
N 1.518127 1.825405 -0.894087 0.072 0.105 0.344
N 2.300673 3.933544 -1.561503 0.002 0.091 -0.115
C 3.502826 4.753705 -1.491935 -0.053 -0.072 -0.028
C 1.749894 3.762220 -2.890492 0.116 0.104 0.034
H 1.168282 4.644815 1.806707 -0.001 -0.015 0.004
H 1.857929 5.365700 0.344440 -0.029 0.013 0.004
H 2.883853 5.075301 1.760805 0.020 -0.012 -0.023
H 3.289362 2.658981 2.399653 0.016 -0.010 -0.022
H 2.724217 1.380235 1.296131 -0.009 -0.035 -0.049
H 1.566240 2.277602 2.281273 -0.098 -0.024 0.106
H 1.580425 1.667771 -1.892303 -0.028 0.048 -0.018
H 4.012626 4.589221 -0.546898 -0.013 -0.001 -0.035
H 3.261957 5.814672 -1.582747 -0.014 0.023 -0.008
H 4.186773 4.488733 -2.303356 0.004 -0.021 -0.018
H 2.336187 3.065959 -3.505391 0.017 -0.013 0.002
H 1.748576 4.727661 -3.396568 -0.011 0.000 0.007
H 0.725925 3.403517 -2.833042 -0.058 0.017 0.020
Br -0.699585 3.205689 3.890707 -0.015 0.050 0.005
C -0.218664 1.547541 4.683779 0.064 -0.061 -0.029
C -0.200389 1.547233 6.073218 0.012 -0.039 0.043
C 0.173975 0.407496 6.765812 -0.025 0.072 -0.008
C 0.548718 -0.729848 6.067500 0.013 -0.047 -0.100
C 0.536888 -0.715891 4.683534 -0.069 0.058 0.036
C 0.141106 0.411936 3.957855 -0.024 -0.020 -0.033
C 0.151891 0.244596 2.444394 -0.110 0.334 0.075
O -0.547392 1.084189 1.756395 0.080 0.065 0.103
O 0.819719 -0.667936 1.971467 0.095 -0.101 -0.006
H -0.478373 2.446918 6.604735 0.004 -0.010 -0.003
H 0.178138 0.415905 7.848716 -0.005 0.009 -0.023
H 0.849803 -1.623920 6.598791 -0.006 0.016 -0.022
H 0.829187 -1.583863 4.108557 0.005 0.000 0.020
C -3.267882 -0.624165 3.036919 0.168 -0.045 0.138
Si -3.704021 0.313165 1.485290 0.001 -0.046 -0.059
C -3.652390 2.151511 1.787324 -0.074 0.112 0.070
C -5.443035 -0.185235 0.987291 -0.121 -0.017 -0.069
As -2.411477 -0.461542 -0.334967 0.416 0.197 -0.047
Si -2.183218 1.598375 -1.528773 -1.372 -0.016 -0.278
C -3.993921 1.862009 -2.042783 -0.050 0.256 -0.103
C -1.714901 3.245658 -0.736667 0.209 0.078 0.066
C -1.388190 1.391602 -3.225840 0.275 -0.084 -0.115
H -4.033501 -0.479249 3.805760 0.003 0.008 -0.056
H -2.314469 -0.279861 3.445895 -0.102 -0.091 -0.021
H -3.190496 -1.694460 2.828272 0.018 0.038 0.051
H -4.171502 2.388609 2.723568 0.027 -0.039 -0.063
H -4.144534 2.704435 0.983463 0.051 -0.015 0.056
H -2.619554 2.482241 1.881626 -0.050 0.041 -0.016
H -6.159454 0.081496 1.772314 0.058 -0.015 -0.044
H -5.507310 -1.265303 0.822941 -0.016 0.083 -0.002
H -5.749332 0.318344 0.065762 -0.009 -0.068 0.051
H -4.612951 2.084444 -1.168449 -0.016 -0.089 -0.065
H -4.390948 0.966910 -2.530013 -0.016 0.042 0.052
H -4.110044 2.704435 -2.737629 0.043 -0.048 0.042
H -2.620475 3.785115 -0.450303 0.063 -0.022 -0.007
H -1.182246 3.853450 -1.477083 -0.006 -0.010 0.042
H -1.079296 3.143469 0.144046 0.000 0.062 -0.002
H -1.715122 0.442648 -3.664262 0.035 0.061 -0.004
H -0.294411 1.416725 -3.227441 -0.069 0.002 -0.048
H -1.746849 2.193767 -3.880836 0.049 -0.057 0.055
N 0.336638 -0.890061 -1.718768 -0.315 -0.196 -0.148
C 1.403481 -1.716255 -1.198676 0.040 0.153 -0.074
C 1.139188 -3.011156 -0.791190 -0.050 -0.127 0.063
C 2.160871 -3.787763 -0.262047 0.009 0.054 -0.012
C 3.444549 -3.272885 -0.145917 -0.045 0.053 -0.023
C 3.700203 -1.968904 -0.551787 -0.124 -0.016 -0.017
C 2.678342 -1.185234 -1.070162 0.133 -0.057 -0.028
H -0.521964 -1.433781 -1.791021 0.044 -0.106 -0.032
H 0.526382 -0.552955 -2.655723 0.195 0.169 0.025
H 0.131244 -3.405065 -0.868312 0.037 0.009 0.011
H 1.950393 -4.798315 0.063086 -0.010 0.011 -0.005
H 4.239050 -3.879885 0.268392 -0.015 0.007 -0.005
H 4.694838 -1.553024 -0.449957 -0.023 -0.003 -0.006
H 2.857907 -0.153331 -1.342544 0.028 -0.068 0.011
```
Forces are in eV/Å.

[2]
Below is a cluster of 8 separate species, C24H42BrCl2FI2N9O14 in total in a non-equilibrium geometry, with properties calculated with wB97M-V/def2-TZVPD.

Summary:
Net charge: +1
Max |F| in Eh/bohr: 0.1066
Energy in eV: -181610.3952
Molecular weight in g/mol: 1104.3
HOMO energy in eV: -10.91

XYZ file:
```
95
Properties=species:S:1:pos:R:3:forces:R:3
C -2.619688 -3.787942 -0.051012 0.490 0.702 -0.551
C -1.920424 -2.278797 0.124473 0.698 0.061 0.247
C -2.440858 -1.154120 -0.998769 -0.289 -0.827 0.406
N -0.975823 -2.023692 1.088880 0.540 1.231 -5.316
C -0.021888 -0.911236 0.660125 -0.346 2.552 0.726
C -0.164551 0.533815 1.490174 2.857 0.683 -2.979
C -1.208016 0.793491 2.728828 1.725 -0.088 0.636
I -3.311668 0.369567 2.267618 0.745 1.177 -0.486
C -0.732628 -0.080400 4.073078 0.870 1.458 0.485
C 0.866145 -0.449026 4.072954 0.467 -0.255 0.863
I -2.046674 -1.829523 4.446776 1.416 0.416 0.451
C 0.864446 1.755125 1.000972 0.186 -3.392 -1.659
Br 0.914446 3.586540 1.855493 -0.182 -2.595 -1.055
C 1.965063 1.521579 -0.233926 -1.940 -2.787 0.596
C 3.010732 2.719014 -0.690867 3.648 -1.312 1.494
Cl 2.426196 4.189934 -1.676772 0.564 -2.460 1.560
C 4.486310 2.709973 -0.337222 -4.031 0.911 -1.298
C 5.433284 3.975067 -0.879007 0.113 -0.871 -0.001
Cl 5.199255 1.267575 0.655174 -1.288 2.501 -1.617
C 1.960999 0.028879 -0.921081 -1.368 2.687 2.830
N 1.012805 -1.100324 -0.465558 0.404 3.357 1.470
C 1.200198 -2.427182 -1.217076 -0.051 -0.713 -0.708
C 1.633086 -3.676730 -0.245278 0.448 -1.228 -0.530
C 3.239006 -4.057618 -0.413394 -1.102 -0.432 -0.060
F 0.882846 -4.882697 -0.753824 1.268 2.640 0.989
H -2.508552 -4.041194 -1.212102 -0.239 0.787 2.424
H -3.777824 -3.777128 0.162066 2.414 0.097 -0.270
H -2.032245 -4.629326 0.515560 -1.234 1.947 -0.803
H -1.892813 -1.278633 -2.031992 -1.025 0.104 2.060
H -2.349653 -0.051535 -0.617510 0.034 -2.265 -0.614
H -3.583613 -1.399881 -1.163327 2.443 0.501 0.286
H -1.175846 1.929952 3.092431 0.126 -2.529 -1.328
H -0.906167 0.631130 5.015846 0.189 -1.636 -2.203
H 1.556549 0.446307 3.695054 -1.738 -1.823 0.637
H 1.184365 -0.619658 5.209822 -0.764 0.208 -2.536
H 1.134162 -1.436396 3.471738 -0.729 2.184 1.190
H 5.003446 5.021812 -0.558843 0.532 -2.311 -0.634
H 5.435875 3.869687 -2.065409 0.039 0.381 2.644
H 6.535968 3.921583 -0.469103 -2.344 -0.235 -0.823
H 2.746513 -0.167422 -1.796045 -2.092 0.120 2.203
H 0.211310 -2.614726 -1.830354 1.991 0.036 1.457
H 2.080319 -2.303190 -2.009050 -2.017 0.065 1.836
H 1.326600 -3.543054 0.884982 0.487 -0.179 -2.440
H 3.876989 -3.256875 0.163122 -1.133 -1.759 -1.198
H 3.519218 -4.128937 -1.560584 -0.616 0.399 2.368
H 3.379803 -5.161975 0.010464 -0.226 2.646 -0.647
C -3.009321 4.967453 1.392493 0.257 -0.080 0.169
N -4.459444 4.704806 1.187848 -1.042 -0.328 0.012
O -4.980415 3.829121 1.888418 0.513 1.325 -1.161
O -5.033690 5.385002 0.329741 0.732 -1.012 1.256
H -2.636088 4.300669 2.172705 -0.232 0.120 -0.184
H -2.502454 4.773826 0.444868 -0.136 0.173 0.121
H -2.902876 6.011486 1.693957 -0.027 -0.155 -0.194
C -6.675429 -1.457045 -2.821093 -0.081 0.246 -0.277
N -5.726863 -2.474775 -2.293678 0.309 -0.398 0.034
O -4.737218 -2.738819 -2.986437 -1.072 0.046 1.197
O -6.002573 -2.979838 -1.199298 0.715 0.447 -1.415
H -6.309720 -1.099648 -3.786059 -0.015 -0.204 0.278
H -7.648482 -1.939938 -2.932369 0.167 0.074 0.135
H -6.717705 -0.639998 -2.098001 -0.108 -0.182 -0.040
C -7.487047 4.333127 -1.199051 -0.101 0.239 0.110
N -8.135164 3.126295 -1.779755 -0.942 -0.459 -0.470
O -9.320386 3.227522 -2.117447 1.889 -0.498 0.441
O -7.435887 2.111545 -1.880087 -0.947 1.054 0.037
H -8.215379 5.146376 -1.170874 0.111 -0.305 -0.066
H -7.156464 4.076496 -0.190460 0.065 0.010 -0.295
H -6.642254 4.593975 -1.839752 -0.085 -0.161 0.224
C 7.275416 -0.052346 -1.539443 -0.243 -0.134 0.035
N 7.933220 -0.570328 -2.769365 0.578 -0.302 -0.984
O 7.619944 -1.706668 -3.143022 0.527 1.537 0.359
O 8.745450 0.178341 -3.324840 -1.198 -1.229 0.725
H 6.589572 -0.812175 -1.158770 0.290 0.231 -0.250
H 8.060168 0.158871 -0.810093 -0.168 0.075 -0.184
H 6.732729 0.854748 -1.813099 0.273 -0.091 0.019
C -6.451024 -5.831427 -3.622311 0.191 -0.257 0.111
N -7.822407 -5.534966 -4.117423 -1.184 -0.215 -0.275
O -8.653808 -6.448634 -4.062478 1.163 1.609 -0.192
O -8.025476 -4.393577 -4.547267 0.157 -1.436 0.597
H -6.416411 -6.866591 -3.276086 -0.140 0.271 -0.121
H -5.760367 -5.679892 -4.454435 -0.141 0.121 0.181
H -6.241099 -5.142902 -2.801287 0.001 -0.061 -0.214
C 4.561485 5.808536 4.002188 0.084 -0.085 0.351
N 3.380527 6.195784 3.184207 -0.747 0.318 -0.614
O 2.268542 6.105711 3.717506 1.313 0.101 -0.992
O 3.603150 6.579115 2.029967 -0.540 -0.624 1.639
H 4.219056 5.493420 4.990156 -0.024 0.119 -0.302
H 5.063359 4.986429 3.487735 -0.038 0.249 -0.004
H 5.209890 6.683624 4.079698 -0.074 -0.194 -0.146
C 8.077367 -2.921108 2.054885 0.188 -0.271 0.174
N 6.737570 -2.604551 1.490568 -0.917 -0.268 -0.129
O 5.852659 -3.458449 1.620273 1.146 1.565 -0.358
O 6.612114 -1.507960 0.933322 -0.135 -1.487 0.826
H 8.042889 -3.912056 2.512560 -0.119 0.266 -0.168
H 8.794642 -2.901318 1.231767 -0.135 0.133 0.150
H 8.308697 -2.159087 2.801898 -0.015 -0.046 -0.247
```
Forces are in eV/Å.